[1]
ORCA calculation (ωB97M-V/def2-TZVPD) on a molecular structure, C43H38BiO6S3.

Structure (XYZ):
```
91
Properties=species:S:1:pos:R:3:forces:R:3:lowdin_charge:R:1
Bi 0.22429 0.40999 2.32703 -0.1 0.2 0.1 1.924
C 3.03967 0.83947 5.12320 0.0 0.0 0.0 -0.037
C 1.60603 0.38596 5.13325 0.0 0.0 0.0 -0.328
C 0.56955 1.30961 5.26450 -0.1 0.0 0.0 -0.077
C -0.76687 0.89852 5.32315 0.0 0.0 0.0 -0.318
C -1.86773 1.91552 5.47676 0.0 0.0 0.0 -0.033
C -1.05125 -0.46448 5.25428 0.0 0.0 0.0 -0.049
C -0.03840 -1.41656 5.12625 0.0 0.0 0.0 -0.296
C -0.36462 -2.88481 5.11374 0.0 0.0 0.0 -0.036
C 1.28127 -0.97033 5.03763 0.0 0.0 0.0 -0.051
H 3.39100 0.99214 6.14554 0.0 0.0 0.0 0.095
H 3.14688 1.78811 4.59706 0.0 0.0 0.0 0.071
H 3.68659 0.09865 4.65458 0.0 0.0 0.0 0.085
H 0.80168 2.36725 5.33354 0.0 0.0 0.0 0.135
H -1.71639 2.76307 4.80723 0.0 0.0 0.0 0.082
H -1.89116 2.30246 6.49706 0.0 0.0 0.0 0.093
H -2.84167 1.47863 5.26197 0.0 0.0 0.0 0.082
H -2.08316 -0.79482 5.31391 0.0 0.0 0.0 0.131
H -0.73249 -3.19416 6.09410 0.0 0.0 0.0 0.093
H 0.51493 -3.48322 4.88065 0.0 0.0 0.0 0.084
H -1.13291 -3.11119 4.37624 0.0 0.0 0.0 0.062
H 2.07975 -1.69759 4.93196 0.0 0.0 0.0 0.128
C -3.68022 6.09570 -3.28074 0.0 0.0 0.0 -0.035
C -3.02311 5.05158 -2.42233 0.0 0.0 0.0 -0.248
C -1.92404 5.36529 -1.62286 0.1 0.0 0.0 -0.016
C -1.31424 4.42154 -0.81714 0.0 0.0 0.1 -0.038
C -1.81551 3.12303 -0.80212 -0.1 -0.1 -0.1 -0.354
C -2.92398 2.79238 -1.58679 0.0 0.0 0.0 -0.091
C -3.51372 3.74968 -2.39211 0.0 0.0 0.0 -0.024
S -1.33102 1.72381 0.17059 0.2 -0.1 0.1 1.051
O -1.21746 2.15474 1.66325 0.1 0.0 0.0 -0.645
C 0.35609 1.00004 -0.04587 -0.3 0.2 -0.4 -0.414
C 1.56610 1.93929 -0.12039 0.0 0.0 0.1 -0.504
C 2.51450 1.69890 -1.23334 0.0 0.2 0.0 -0.243
C 2.49885 0.57825 -1.98556 0.0 -0.2 0.0 -0.076
C 3.56452 0.26732 -2.92791 -0.1 0.1 0.1 -0.017
C 3.48604 -0.79689 -3.73656 -0.1 -0.1 -0.1 -0.061
C 2.32936 -1.67016 -3.68984 0.1 0.0 0.0 -0.049
C 1.32352 -1.44722 -2.83124 0.0 0.0 0.1 -0.016
C 1.34131 -0.32110 -1.90708 0.1 0.0 0.0 -0.113
C 0.30510 -0.08541 -1.06204 -0.1 0.0 0.1 -0.215
C -0.97754 -0.84374 -1.23888 0.1 0.0 0.1 -0.189
C -1.83952 -0.53435 -2.33929 0.0 0.0 0.0 -0.121
C -1.49813 0.43326 -3.31959 0.0 0.0 0.0 -0.025
C -2.35008 0.71626 -4.34757 0.0 0.0 0.0 -0.062
C -3.59310 0.05416 -4.45275 0.0 0.0 0.0 -0.061
C -3.95121 -0.87942 -3.52467 0.0 0.0 0.0 -0.022
C -3.08597 -1.20156 -2.44959 0.0 0.0 0.0 -0.147
C -3.45634 -2.17112 -1.48340 0.0 0.0 0.0 0.001
C -2.62177 -2.48284 -0.45488 0.0 0.0 0.0 -0.046
C -1.38188 -1.81664 -0.36290 0.0 0.0 0.0 -0.310
S -0.31850 -2.27475 0.99269 0.1 0.0 0.1 0.898
O -1.12171 -3.11169 1.91560 0.1 0.0 -0.1 -0.463
C 0.88341 -3.26001 0.13828 0.0 0.0 0.0 -0.364
C 0.47366 -4.38831 -0.55617 0.0 0.0 0.0 -0.047
C 1.42508 -5.13800 -1.22639 0.0 0.0 0.0 -0.019
C 2.77113 -4.77332 -1.21184 0.0 0.0 0.0 -0.257
C 3.79973 -5.58067 -1.95409 0.0 0.0 0.0 -0.037
C 3.15311 -3.64175 -0.49416 0.0 0.0 0.0 -0.024
C 2.21764 -2.88036 0.18708 0.0 0.0 0.0 -0.065
H -3.06816 6.99216 -3.35871 0.0 0.0 0.0 0.080
H -4.64437 6.38173 -2.85577 0.0 0.0 0.0 0.093
H -3.86807 5.71449 -4.28466 0.0 0.0 0.0 0.086
H -1.53079 6.37454 -1.63339 0.0 0.0 0.0 0.121
H -0.46353 4.70714 -0.22329 0.0 0.0 0.0 0.106
H -3.31682 1.78232 -1.56927 0.0 0.0 0.0 0.103
H -4.36882 3.48166 -3.00090 0.0 0.0 0.0 0.124
H 0.97233 3.43088 0.92432 0.0 0.0 0.0 0.084
H 4.02174 2.55582 -2.05183 0.0 0.0 0.0 0.113
H 4.45391 0.88568 -2.96309 0.0 0.0 0.0 0.112
H 4.29164 -1.01959 -4.42348 0.0 0.0 0.0 0.109
H 2.29187 -2.52678 -4.35094 0.0 0.0 0.0 0.112
H 0.48428 -2.12982 -2.79396 0.0 0.0 0.0 0.123
H -0.55073 0.95174 -3.24809 0.0 0.0 0.0 0.125
H -2.07395 1.45732 -5.08653 0.0 0.0 0.0 0.113
H -4.25650 0.28490 -5.27612 0.0 0.0 0.0 0.110
H -4.90122 -1.39453 -3.60060 0.0 0.0 0.0 0.119
H -4.41702 -2.66332 -1.57593 0.0 0.0 0.0 0.123
H -2.88160 -3.21384 0.29987 0.0 0.0 0.0 0.113
H -0.57024 -4.67871 -0.56852 0.0 0.0 0.0 0.122
H 1.11776 -6.02232 -1.77129 0.0 0.0 0.0 0.119
H 3.34803 -6.42474 -2.47190 0.0 0.0 0.0 0.079
H 4.55520 -5.96709 -1.26843 0.0 0.0 0.0 0.089
H 4.31617 -4.96300 -2.69106 0.0 0.0 0.0 0.084
H 4.19691 -3.35071 -0.47257 0.0 0.0 0.0 0.125
H 2.51982 -1.99585 0.73541 0.0 0.0 0.0 0.088
O 1.26610 3.29133 0.00656 0.0 -0.1 0.0 -0.019
S 2.65715 1.63329 1.47072 0.0 -0.1 -0.1 0.966
O 1.59566 2.22025 2.43297 0.0 -0.1 0.0 -0.596
O 2.45073 0.13428 1.69599 0.0 0.0 -0.1 -0.600
O 3.44743 2.67276 -1.28653 0.0 0.0 0.0 0.102
```
Forces are in eV/Å.

Computed properties:
maximum force	0.52	eV/Å
spin multiplicity	1
energy	-95831.49861	eV
E_HOMO	-9.63	eV
net charge	+1
ΔE to the lowest compared entry with this formula, charge and spin	2.8166	eV
gap between HOMO and LUMO	6.46	eV


[2]
ORCA calculation (ωB97M-V/def2-TZVPD) on a molecular structure, C43H38FN6O7PRuS.

Structure (XYZ):
```
98
Properties=species:S:1:pos:R:3:forces:R:3:lowdin_spin:R:1
Ru -0.34223 -0.95420 0.26272 0.1 -0.2 0.3 3.978
C -2.78243 0.32192 2.07839 0.0 0.1 0.0 0.008
C -4.05775 -0.14113 1.40603 -0.1 0.0 0.0 0.000
C -3.98056 -0.83071 0.06804 0.0 0.0 0.1 0.007
C -5.18267 -0.98348 -0.61847 0.0 0.0 0.0 0.003
C -5.21137 -1.63391 -1.83347 0.1 0.0 0.0 0.000
C -4.01900 -2.13483 -2.33095 0.0 0.0 0.0 0.001
C -2.86680 -1.94836 -1.59823 0.1 0.0 -0.1 0.004
N -2.82276 -1.30083 -0.41792 0.0 0.0 -0.1 0.074
N -1.70293 -0.68730 2.23733 -0.1 0.0 0.0 0.107
C -0.73659 -0.18737 3.23374 0.0 0.1 0.0 0.003
C -0.09980 1.09933 2.76638 -0.1 -0.1 0.1 0.004
C 0.48518 1.96898 3.67021 0.0 0.0 -0.1 0.002
C 1.06076 3.14057 3.20150 0.0 -0.1 0.0 0.000
C 0.98845 3.41611 1.84624 0.0 0.0 0.0 0.002
C 0.36678 2.49875 1.01632 0.0 0.0 -0.1 0.007
N -0.14668 1.34997 1.45444 0.1 0.1 -0.1 0.080
C -2.25101 -1.97142 2.69404 0.0 0.0 0.1 0.007
C -1.29648 -3.10948 2.48799 -0.1 0.0 0.1 0.009
C -1.27219 -4.17703 3.36831 0.0 0.1 -0.1 0.003
C -0.45788 -5.25934 3.08452 0.0 0.0 0.0 0.000
C 0.29963 -5.22819 1.92839 0.0 0.0 0.0 0.004
C 0.22835 -4.11507 1.11324 0.2 0.0 -0.1 0.008
N -0.55804 -3.06824 1.37854 0.0 -0.1 0.1 0.092
H -3.05121 0.69403 3.07738 0.0 0.0 -0.1 0.003
H -2.37275 1.16603 1.52439 0.0 -0.1 0.0 0.001
H -4.66421 0.76027 1.27549 0.0 0.0 0.0 0.000
H -4.64997 -0.77813 2.07089 0.1 0.0 0.0 0.000
H -6.08735 -0.58076 -0.18349 0.0 0.0 0.0 0.000
H -6.13842 -1.75077 -2.37576 0.0 0.0 0.0 0.000
H -3.96974 -2.66245 -3.27192 0.0 0.0 0.0 0.000
H -1.92329 -2.32945 -1.96086 -0.1 0.0 0.0 0.000
H 0.02155 -0.95701 3.40073 0.0 0.0 0.0 0.000
H -1.25946 -0.00764 4.18311 0.0 0.0 0.0 0.001
H 0.49752 1.72543 4.72387 0.0 0.0 0.0 0.000
H 1.55394 3.82204 3.88128 0.0 0.0 0.0 0.000
H 1.40111 4.32359 1.43063 0.0 0.0 0.0 0.000
H 0.27919 2.69403 -0.04388 0.0 0.0 0.0 0.000
H -3.14804 -2.19792 2.12015 0.1 0.0 0.0 0.000
H -2.54830 -1.90865 3.74924 0.0 0.0 -0.1 0.003
H -1.88592 -4.15435 4.25714 0.0 0.0 0.0 0.001
H -0.41522 -6.10624 3.75497 0.0 0.0 0.0 0.000
H 0.95749 -6.04080 1.65857 0.0 0.0 0.0 0.000
H 0.82782 -4.05636 0.21554 -0.1 0.0 0.1 0.001
O 1.89935 -3.57594 -2.41762 -0.2 -0.2 0.0 0.012
S 1.12014 -2.43065 -2.07349 0.1 0.5 0.3 0.010
O 1.80601 -1.35363 -1.35344 0.1 -0.2 -0.3 0.045
O -0.11860 -2.72528 -1.27691 0.1 0.2 0.1 0.107
C 0.42018 -1.70665 -3.52439 0.0 -0.2 -0.1 0.003
C 0.33370 -2.46460 -4.67694 0.0 0.1 -0.1 -0.001
C -0.36572 -1.96518 -5.77023 0.0 -0.1 0.0 0.003
C -0.98372 -0.72997 -5.68652 0.0 0.0 0.0 0.000
C -0.88917 0.02539 -4.52306 -0.1 0.1 -0.1 0.004
C -0.17473 -0.44662 -3.43007 -0.1 0.1 0.1 0.008
P 0.05211 0.57390 -1.92955 -0.3 -0.1 0.0 0.098
C -1.16058 1.92806 -2.14553 0.1 0.1 -0.1 0.014
C -2.51726 1.65100 -1.97907 0.0 -0.1 0.0 0.005
C -3.46699 2.65077 -2.10119 0.0 0.0 0.0 -0.001
C -3.07432 3.95261 -2.38209 0.0 0.0 0.0 0.005
C -1.73037 4.24207 -2.55053 0.0 0.0 0.0 0.000
C -0.77781 3.23732 -2.43956 0.0 0.0 0.1 0.006
C 1.65374 1.37113 -2.22111 -0.1 0.0 0.0 0.015
C 1.96055 1.79406 -3.51355 0.0 0.1 0.0 0.004
C 3.12463 2.50386 -3.75714 0.0 0.0 0.0 0.001
C 3.98408 2.79982 -2.70889 0.0 0.0 0.0 0.000
C 3.69234 2.35583 -1.42879 0.0 0.0 0.0 0.000
C 2.53922 1.62598 -1.18176 0.1 -0.1 0.1 0.000
H 0.81325 -3.43166 -4.70981 0.0 -0.1 0.0 0.000
H -0.43005 -2.54551 -6.68034 0.0 0.0 0.0 0.000
H -1.53267 -0.34033 -6.53214 0.0 0.0 0.0 0.000
H -1.36840 0.99595 -4.47996 0.0 0.0 0.0 0.000
H -2.84025 0.64058 -1.77745 0.0 0.0 0.0 0.000
H -4.51614 2.41477 -1.98310 0.0 0.0 0.0 0.000
H -3.81295 4.73657 -2.47372 0.0 0.0 0.0 0.000
H -1.41671 5.25244 -2.77473 0.0 0.0 0.0 0.000
H 0.26572 3.48151 -2.57455 0.1 0.0 0.0 0.000
H 1.29164 1.58052 -4.33713 0.0 0.0 0.0 0.000
H 3.35753 2.82318 -4.76300 0.0 0.0 0.0 0.000
H 4.89296 3.35408 -2.89571 0.0 0.0 0.0 0.000
H 4.38470 2.54772 -0.62388 0.0 0.0 0.0 0.000
H 2.35352 1.22366 -0.19083 0.0 0.0 -0.1 0.000
F 3.21868 1.74095 5.50459 0.0 0.0 0.0 0.000
C 3.71730 1.46144 4.29663 0.1 0.0 -0.1 0.000
C 3.56060 0.26169 3.73783 0.0 0.1 0.2 0.000
N 4.03794 -0.03012 2.47979 -0.2 0.0 0.1 0.001
C 3.68249 -1.31363 1.88414 0.3 -0.2 -0.2 0.008
C 2.18884 -1.54156 2.05525 0.0 0.4 -0.1 0.021
O 1.77815 -2.31717 2.89247 -0.1 -0.4 0.3 0.019
O 1.43869 -0.75530 1.33680 0.0 -0.3 -0.1 0.194
C 4.77559 0.88013 1.75547 0.1 0.1 0.2 0.000
O 5.25838 0.64683 0.67514 0.1 -0.1 -0.3 0.000
N 4.92610 2.11141 2.37779 0.0 0.0 -0.1 0.000
C 4.39282 2.54370 3.58704 -0.1 -0.1 0.0 0.000
O 4.48868 3.68624 3.96178 0.0 0.1 0.1 0.000
H 3.03857 -0.53757 4.24805 0.0 0.0 0.0 0.000
H 4.22106 -2.11256 2.39316 0.0 0.0 -0.1 0.001
H 3.96137 -1.28128 0.82994 0.0 0.0 0.1 0.000
H 5.47908 2.79041 1.86716 -0.1 -0.1 0.1 0.000
```
Forces are in eV/Å.

Computed properties:
maximum force	0.58	eV/Å
spin multiplicity	6
energy	-93900.29115	eV
E_HOMO (alpha / beta)	-10.96 / -11.05	eV
net charge	+1
ΔE to the lowest compared entry with this formula, charge and spin	0.5421	eV
gap between HOMO and LUMO (alpha / beta)	8.81 / 6.67	eV


Q: What is the maximum force in the first record?
A: 0.52 eV/Å